i) A molecular structure, CH3Br2ClP, computed with wB97M-V/def2-TZVPD.

Positions of all 8 atoms, in Å:
C: -1.11862 -0.03952 -0.33578
P: 0.66502 0.02501 0.08701
Cl: 1.54805 0.97228 2.54467
Br: 1.73638 -1.91690 -0.07229
Br: 1.75265 1.23496 -1.42498
H: -1.68814 -1.04814 -0.23035
H: -1.42802 0.43196 -1.17213
H: -1.46731 0.34035 0.60384

Summary:
orbital gap (alpha / beta) = 7.3 / 7.3 eV
HOMO (alpha / beta) = -15.8 / -15.8 eV
lowest unoccupied orbital energy (alpha / beta) = -0.3130 / -0.3133 Eh
charge = +1


ii) A gas-phase ion, CH3Br2ClP (charge +1), computed with wB97M-V/def2-TZVPD.

Positions of all 8 atoms, in Å:
C: 0.38170 0.17395 0.28183
P: 2.15679 -0.03956 0.19015
Cl: 2.67787 -0.40497 2.71023
Br: 2.99579 -1.68197 -0.90878
Br: 2.94744 1.86370 -0.54606
H: 0.20682 1.05297 0.88352
H: -0.15532 -0.61825 0.84903
H: -0.00435 0.24106 -0.74389

Summary:
orbital gap = 8.2 eV
HOMO = -15.7 eV
lowest unoccupied orbital energy = -0.2759 Eh
charge = +1


Looking at the structures above, ii) is most stable, and the difference to the next one is 0.0588 hartree.